one) DFT (ωB97M-V/def2-TZVPD) results for a cluster of 5 separate species, C17H20Cl4N4 in total.

```
! wB97M-V def2-TZVPD RIJCOSX def2/J DEFGRID3
* xyz 0 1
Cl -1.681 2.514 4.813
C -3.244 1.936 5.447
Cl -3.386 2.393 7.145
Cl -4.536 2.645 4.485
Cl -3.304 0.174 5.312
C 0.910 1.698 2.000
C 1.460 2.728 1.188
C 1.779 2.147 -0.015
N 1.386 0.841 0.015
C 0.849 0.556 1.245
H 0.546 1.848 3.003
H 1.711 3.747 1.430
H 2.459 2.437 -0.799
H 1.623 0.152 -0.679
H 0.499 -0.434 1.485
C 3.646 -1.664 -2.321
C 4.269 -0.402 -2.123
C 3.428 0.537 -2.661
N 2.315 -0.111 -3.140
C 2.443 -1.456 -2.943
H 4.088 -2.610 -2.052
H 5.286 -0.248 -1.805
H 3.489 1.604 -2.799
H 1.580 0.405 -3.590
H 1.690 -2.176 -3.213
C 0.398 -3.047 1.246
C 0.687 -2.833 -0.130
C -0.523 -2.756 -0.776
N -1.516 -2.891 0.151
C -0.964 -3.103 1.384
H 1.135 -3.212 2.015
H 1.650 -2.698 -0.592
H -0.788 -2.585 -1.807
H -2.502 -2.907 -0.039
H -1.546 -3.247 2.278
C -3.341 1.165 -2.201
C -3.053 2.033 -1.127
C -2.093 1.454 -0.331
N -1.731 0.290 -0.941
C -2.497 0.080 -2.050
H -4.049 1.324 -2.995
H -3.586 2.933 -0.857
H -1.692 1.842 0.588
H -1.020 -0.323 -0.578
H -2.277 -0.780 -2.664
*
```

Values from the calculation:
Highest occupied orbital energy, eV: -8.068
Structure (SMILES): ClC(Cl)(Cl)Cl.c1cc[nH]c1.c1cc[nH]c1.c1cc[nH]c1.c1cc[nH]c1
HOMO-LUMO gap, eV: 8.37

natural (NBO) population analysis, charges in e, atoms 1 to 4:
1 Cl 0.0451
2 C -0.2242
3 Cl 0.0612
4 Cl 0.0664

---

two) DFT (ωB97M-V/def2-TZVPD) results for a cluster of 5 separate species, C17H20Cl4N4 in total.

```
! wB97M-V def2-TZVPD RIJCOSX def2/J DEFGRID3
* xyz 0 1
Cl -1.716 -2.165 -1.925
C -0.405 -1.093 -1.467
Cl -0.979 0.629 -1.192
Cl 0.260 -1.612 0.103
Cl 0.837 -1.238 -2.714
C 3.471 3.021 -0.374
C 2.863 2.074 -1.147
C 3.197 0.856 -0.677
N 3.764 1.039 0.543
C 4.035 2.357 0.691
H 3.504 4.068 -0.635
H 2.369 2.233 -2.094
H 2.920 -0.130 -1.019
H 3.926 0.293 1.205
H 4.681 2.580 1.528
C -4.688 4.768 -2.420
C -3.659 3.903 -2.786
C -2.786 3.647 -1.782
N -3.318 4.285 -0.682
C -4.358 5.085 -1.097
H -5.416 5.132 -3.130
H -3.502 3.520 -3.783
H -1.927 2.994 -1.737
H -2.877 4.343 0.224
H -4.738 5.823 -0.406
C 3.668 -2.152 1.891
C 3.780 -2.124 0.511
C 5.076 -1.911 0.200
N 5.800 -1.759 1.334
C 4.884 -1.863 2.397
H 2.751 -2.293 2.444
H 2.900 -2.279 -0.095
H 5.615 -1.861 -0.734
H 6.805 -1.679 1.397
H 5.247 -1.965 3.409
C -3.667 -2.849 0.709
C -3.019 -3.521 1.803
C -4.056 -4.349 2.335
N -5.160 -4.341 1.484
C -4.944 -3.307 0.584
H -3.302 -2.000 0.150
H -2.015 -3.284 2.122
H -4.088 -4.934 3.242
H -5.983 -4.894 1.677
H -5.749 -3.042 -0.086
*
```

Values from the calculation:
Highest occupied orbital energy, eV: -7.871
Structure (SMILES): ClC(Cl)(Cl)Cl.c1cc[nH]c1.c1cc[nH]c1.c1cc[nH]c1.c1cc[nH]c1
HOMO-LUMO gap, eV: 8.05

natural (NBO) population analysis, charges in e, atoms 1 to 4:
1 Cl 0.0831
2 C -0.2025
3 Cl 0.0258
4 Cl 0.0395

---

Which is most stable, and by how much? one), by 0.0552 hartree.